## one
Below is an isolated ion of composition C5H12N5 and charge +1, with properties calculated with ωB97M-V/def2-TZVPD.

Summary:
E_HOMO = -13.869 eV
SMILES = C/N=C1/CC=N[N@@H+](NC)N1
HOMO-LUMO gap = 0.3817 Ha
LUMO = -3.48 eV

Structure (ORCA input):
```
! wB97M-V def2-TZVPD RIJCOSX def2/J DEFGRID3
* xyz 1 1
C -0.9828 1.7198 0.8873
C -0.6662 -0.6810 1.1220
C -1.0919 0.5776 1.7727
C 0.5667 -2.6776 1.4269
C 1.0627 1.3858 -2.4049
N -0.7289 1.6903 -0.3870
N -0.0483 -1.4777 1.8559
N -0.9365 -0.7370 -0.2988
N 0.9560 0.3474 -1.4143
N -0.5020 0.3894 -1.0101
H -1.1117 2.8366 1.1366
H -0.4747 0.5522 2.5770
H -2.0428 0.5640 2.2097
H 1.2593 -2.4279 0.6288
H -0.0567 -3.5176 0.9594
H 1.1728 -3.0541 2.2322
H 0.3643 1.4061 -3.3790
H 0.9720 2.3755 -1.9113
H 2.2062 1.3871 -2.7549
H -0.5015 -1.5369 -0.6745
H 1.6203 0.4880 -0.6644
H -1.0363 0.3901 -1.9095
*
```

## two
Below is a 2-piece molecular cluster, C5H12N5 overall, with properties calculated with ωB97M-V/def2-TZVPD.

Summary:
E_HOMO = -12.247 eV
HOMO-LUMO gap = 0.3381 Ha
LUMO = -3.05 eV

Structure (ORCA input):
```
! wB97M-V def2-TZVPD RIJCOSX def2/J DEFGRID3
* xyz 1 1
C -1.7757 -1.5807 -1.1466
C -1.8947 0.6181 -0.2911
C -0.3993 -1.1961 -0.5943
C -0.5583 -0.0126 -0.1013
C 1.4281 1.2687 -0.2144
N 2.2778 -0.7348 1.8365
N 2.9189 -1.2527 2.5798
N -2.3868 -0.2115 -1.3603
N 3.4560 -1.9358 3.4065
N 0.3885 0.6868 0.6598
H -1.7215 -2.2009 -2.0357
H -2.2903 -2.2667 -0.5548
H -2.6179 0.6022 0.5866
H -1.8387 1.6577 -0.5926
H 0.5029 -1.9167 -0.6588
H 1.0635 2.2091 -0.8123
H 2.1872 1.7993 0.3531
H 1.6794 0.4132 -0.9140
H -3.3489 -0.4003 -1.5275
H 4.4330 -1.9116 3.4200
H -0.0295 1.4724 1.2408
H 1.0685 -0.0591 1.1783
*
```

Most stable pick: two. Distance to second place: 0.0301 hartree.

## one
Below is one molecule with the formula C2H3FNP, with properties calculated with ωB97M-V/def2-TZVPD.

Summary:
E_HOMO (alpha / beta) = -7.777 / -7.779 eV
SMILES = C=P(F)=C=N
HOMO-LUMO gap (alpha / beta) = 0.2852 / 0.2853 Ha
LUMO (alpha / beta) = -0.02 / -0.02 eV

Structure (ORCA input):
```
! wB97M-V def2-TZVPD RIJCOSX def2/J DEFGRID3
* xyz 0 1
C -0.4115 0.5994 0.7549
C 0.5410 -0.4684 -0.9597
N -1.5186 0.2661 1.0644
F 1.9519 0.7924 0.8318
P 0.8476 1.1366 -0.3562
H 0.4550 -1.3686 -0.4926
H 0.4204 -0.5817 -1.9597
H -2.2857 -0.3758 1.1170
*
```

## two
Below is a 2-piece molecular cluster, C2H3FNP overall, with properties calculated with ωB97M-V/def2-TZVPD.

Summary:
E_HOMO (alpha / beta) = -9.893 / -10.206 eV
HOMO-LUMO gap (alpha / beta) = 0.2398 / 0.2535 Ha
LUMO (alpha / beta) = -3.37 / -3.31 eV

Structure (ORCA input):
```
! wB97M-V def2-TZVPD RIJCOSX def2/J DEFGRID3
* xyz 0 1
C 0.1602 0.2120 0.5456
C 0.5217 -0.6129 -0.6683
N 0.6026 1.2483 1.0942
F -2.4351 0.6682 -1.0567
P -0.8539 -1.3349 0.3670
H 0.5841 -0.3179 -1.6722
H 1.3581 -1.4534 -0.5743
H 0.0624 1.5906 1.9647
*
```

Most stable pick: one. Distance to second place: 0.0971 hartree.

## one
Below is one molecule with the formula C2H3FNP, with properties calculated with ωB97M-V/def2-TZVPD.

Summary:
E_HOMO = -9.506 eV
SMILES = [H]/N=C\C=P/F
HOMO-LUMO gap = 0.3364 Ha
LUMO = -0.35 eV

Structure (ORCA input):
```
! wB97M-V def2-TZVPD RIJCOSX def2/J DEFGRID3
* xyz 0 1
C -0.2982 -0.7025 0.0924
C -1.1660 0.6589 0.1832
N 0.9711 -0.5577 -0.0674
F -2.9542 -1.0779 -0.0989
P -2.8216 0.5361 0.0175
H -0.7606 -1.7652 0.0660
H -0.4609 1.5638 0.3063
H 1.4106 0.3653 -0.3256
*
```

## two
Below is one molecule with the formula C2H3FNP, with properties calculated with ωB97M-V/def2-TZVPD.

Summary:
E_HOMO (alpha / beta) = -9.180 / -8.388 eV
HOMO-LUMO gap (alpha / beta) = 0.2884 / 0.2571 Ha
LUMO (alpha / beta) = -1.33 / -1.39 eV

Structure (ORCA input):
```
! wB97M-V def2-TZVPD RIJCOSX def2/J DEFGRID3
* xyz 0 1
C -0.1017 -0.0657 0.0491
C -1.2069 0.7550 -0.0087
N -0.0787 -1.3866 0.0847
F 2.3926 -0.5557 0.0189
P 1.5431 0.8235 -0.0419
H -2.1356 0.5102 0.3295
H -1.2171 1.8352 -0.4405
H 0.8043 -1.9158 0.0089
*
```

Most stable pick: one. Distance to second place: 0.0529 hartree.

## one
Below is a 2-piece molecular cluster, C4H7Br overall, with properties calculated with ωB97M-V/def2-TZVPD.

Summary:
E_HOMO = -9.012 eV
HOMO-LUMO gap = 0.3558 Ha
LUMO = 0.67 eV

Structure (ORCA input):
```
! wB97M-V def2-TZVPD RIJCOSX def2/J DEFGRID3
* xyz 0 1
C -0.2648 -1.4952 1.0715
C -0.0348 -0.4241 0.2878
C 1.2870 0.6673 -0.9264
C -1.1473 0.5407 -0.0992
Br 3.0873 0.0576 -0.6855
H -1.2890 -1.7950 1.2689
H 0.5160 -2.0545 1.3700
H 0.7302 0.8280 -1.8016
H 1.0767 1.4943 -0.2124
H -0.7318 1.5265 0.2507
H -1.9039 0.2697 0.6207
H -1.3257 0.3847 -1.1445
*
```

## two
Below is a 2-piece molecular cluster, C4H7Br overall, with properties calculated with ωB97M-V/def2-TZVPD.

Summary:
E_HOMO (alpha / beta) = -8.951 / -8.428 eV
HOMO-LUMO gap (alpha / beta) = 0.3237 / 0.3002 Ha
LUMO (alpha / beta) = -0.14 / -0.26 eV

Structure (ORCA input):
```
! wB97M-V def2-TZVPD RIJCOSX def2/J DEFGRID3
* xyz 0 1
C 1.4581 -0.4074 0.9340
C 0.5541 -0.3618 -0.0396
C -0.2026 0.8994 -0.2864
C 0.0990 -1.6663 -0.6575
Br 2.8567 -1.4356 1.4825
H 1.8995 1.4794 2.2560
H -0.8447 1.0843 0.6350
H 0.4245 1.8595 -0.3370
H -0.8855 0.8936 -1.1570
H -0.7889 -1.9324 -0.2614
H 0.7699 -2.4252 -0.2237
H 0.2284 -1.4817 -1.6499
*
```

Most stable pick: one. Distance to second place: 0.0617 hartree.

## one
Below is an isolated ion of composition C11H19N2OS and charge +1, with properties calculated with ωB97M-V/def2-TZVPD.

Summary:
E_HOMO = -11.779 eV
SMILES = C[C@@H]1S[C@@H]1/N=C(/[C@@H](C)O)[N@@H+]1CC=CCC1
HOMO-LUMO gap = 0.3024 Ha
LUMO = -3.55 eV

Structure (ORCA input):
```
! wB97M-V def2-TZVPD RIJCOSX def2/J DEFGRID3
* xyz 1 1
C -2.3996 -2.1884 1.9426
C -2.6728 -0.9393 1.6135
C 1.6710 1.3709 0.9192
C -1.0991 -2.9429 1.6556
C -1.6549 0.0334 0.9059
C -0.0259 -1.7391 1.3964
C 1.6500 2.8240 0.9391
C 0.3463 -0.0830 -0.6435
C 1.4683 3.6899 -0.3360
C 1.2772 -0.3240 -2.9842
C 0.0475 -0.3299 -2.1412
N 1.2884 0.6890 -0.2620
N -0.5844 -0.8787 0.2727
O -0.7709 -1.5105 -2.2332
S 3.3710 2.4001 1.3709
H -3.2523 -2.8014 2.1647
H -3.6913 -0.5608 1.4187
H 1.3883 1.0209 1.9176
H -0.7957 -3.6621 2.3617
H -1.2316 -3.3895 0.6692
H -1.9663 0.6963 0.1903
H -1.1003 0.6129 1.6373
H 0.3908 -1.0534 2.2698
H 0.8944 -2.3365 1.1705
H 1.1746 3.4014 1.8097
H 2.3285 3.5944 -1.0372
H 1.6214 4.8003 -0.0947
H 0.5702 3.4474 -0.9852
H 1.9471 -1.2438 -2.6420
H 1.6865 0.6718 -3.0998
H 0.7829 -0.6140 -4.0071
H -0.7523 0.5596 -2.5402
H -1.1928 -1.4096 -0.4578
H -0.7140 -1.8050 -3.1615
*
```

## two
Below is an isolated ion of composition C11H19N2OS and charge +1, with properties calculated with ωB97M-V/def2-TZVPD.

Summary:
E_HOMO = -12.589 eV
SMILES = C[C@H]1C=N[C@]([C@@H](C)O)([N@@H+]2CC=CCC2)S1
HOMO-LUMO gap = 0.3564 Ha
LUMO = -2.89 eV

Structure (ORCA input):
```
! wB97M-V def2-TZVPD RIJCOSX def2/J DEFGRID3
* xyz 1 1
C 0.0531 3.6285 -1.3704
C 0.8164 2.6918 -1.9961
C 1.1180 -0.7155 1.9318
C -0.8844 3.2409 -0.3004
C 0.8480 1.2585 -1.5409
C -0.4550 1.9654 0.3650
C -0.0972 -1.1494 2.5752
C 0.0143 -0.4546 -0.0949
C 0.0040 -2.7001 2.8856
C -0.1452 -2.9145 -0.8379
C 0.0305 -1.3809 -1.2763
N 1.2239 -0.4116 0.6886
N -0.3133 0.9153 -0.5762
O -0.9931 -0.9395 -2.1557
S -1.4573 -0.7994 1.3832
H -0.0014 4.5709 -2.0000
H 1.4454 2.9457 -2.8212
H 2.0292 -0.6383 2.5338
H -1.0793 4.0021 0.4258
H -1.8263 3.1417 -0.8744
H 0.7321 0.5667 -2.3418
H 1.7626 1.1964 -0.9659
H 0.5720 2.0995 0.7959
H -1.1885 1.6121 1.2447
H -0.3109 -0.5986 3.4590
H -0.6919 -2.9160 3.6836
H 0.9694 -3.0755 3.0371
H -0.3119 -3.3533 1.9921
H -1.1916 -3.0791 -0.3509
H 0.6470 -3.0749 -0.0902
H -0.0119 -3.5847 -1.6911
H 1.0045 -1.2543 -1.8517
H -1.2305 0.8539 -1.1058
H -1.0809 -1.6491 -2.7598
*
```

Most stable pick: two. Distance to second place: 0.0992 hartree.

## one
Below is an isolated ion of composition C3H4NO3 and charge -1, with properties calculated with ωB97M-V/def2-TZVPD.

Summary:
E_HOMO = -4.242 eV
SMILES = C[C@@]1(C(=O)[O-])NO1
HOMO-LUMO gap = 0.3146 Ha
LUMO = 4.32 eV

Structure (ORCA input):
```
! wB97M-V def2-TZVPD RIJCOSX def2/J DEFGRID3
* xyz -1 1
C 1.4160 -0.6537 -0.0109
C 0.0423 0.2793 0.1380
C -1.6017 -0.5663 0.1404
N 0.1292 1.4908 -0.5952
O 1.2272 -1.8306 0.1981
O 2.4084 -0.0118 -0.4216
O 0.2615 1.4862 0.8441
H -1.2535 -1.4016 0.8374
H -1.5793 -0.6584 -0.9380
H -2.2173 0.2131 0.6289
H 1.1673 1.6530 -0.8212
*
```

## two
Below is an isolated ion of composition C3H4NO3 and charge -1, with properties calculated with ωB97M-V/def2-TZVPD.

Summary:
E_HOMO (alpha / beta) = -3.459 / -3.641 eV
SMILES = C/[N+]([O-])=C/C(=O)[O-]
HOMO-LUMO gap (alpha / beta) = 0.2660 / 0.2732 Ha
LUMO (alpha / beta) = 3.78 / 3.79 eV

Structure (ORCA input):
```
! wB97M-V def2-TZVPD RIJCOSX def2/J DEFGRID3
* xyz -1 1
C 0.7882 -0.2869 -0.6379
C 2.2046 -0.2745 -0.0389
C -1.8238 0.2233 0.0641
N -0.4511 0.6454 0.0833
O 3.1262 0.4391 -0.3782
O -0.1299 1.7774 0.4333
O 2.1323 -1.1843 0.8128
H 0.4192 -1.4042 -0.7311
H -2.2531 0.2123 -0.9263
H -2.2607 0.7048 0.9730
H -1.7517 -0.8523 0.3458
*
```

Most stable pick: one. Distance to second place: 0.0592 hartree.

## one
Below is C2H7NO as an isolated structure, with properties calculated with ωB97M-V/def2-TZVPD.

Summary:
E_HOMO = -8.332 eV
HOMO-LUMO gap = 0.3433 Ha
LUMO = 1.01 eV

Structure (ORCA input):
```
! wB97M-V def2-TZVPD RIJCOSX def2/J DEFGRID3
* xyz 0 1
C -1.2972 -0.4386 -0.1094
C -0.4335 0.7505 0.1106
H -2.2954 -0.1106 0.2339
H -1.0986 -0.9510 -0.9963
H -1.1523 -1.3764 0.6590
H -0.7375 1.4659 -0.7118
H -0.2824 1.0309 1.0115
H 2.6339 -0.9515 -0.3337
H 2.2067 0.5728 0.6045
N 1.6948 -0.2438 0.1905
O 0.7616 0.2519 -0.6587
*
```

## two
Below is a 2-piece molecular cluster, C2H7NO overall, with properties calculated with ωB97M-V/def2-TZVPD.

Summary:
E_HOMO = -8.817 eV
SMILES = C=CN.O
HOMO-LUMO gap = 0.3573 Ha
LUMO = 0.91 eV

Structure (ORCA input):
```
! wB97M-V def2-TZVPD RIJCOSX def2/J DEFGRID3
* xyz 0 1
C -0.1640 0.0876 1.2308
C 1.1422 0.0609 0.8799
N 1.6336 -0.0110 -0.4817
H -0.9650 0.5393 0.5429
H -0.6596 -0.0976 2.2996
H 1.7705 -0.2119 1.6883
H 0.8408 0.1405 -1.0792
H 2.2141 0.7929 -0.4216
H -1.7814 -1.0635 -1.0814
H -2.3897 0.1580 -1.8295
O -1.6415 -0.3953 -1.7481
*
```

## three
Below is a 2-piece molecular cluster, C2H7NO overall, with properties calculated with ωB97M-V/def2-TZVPD.

Summary:
E_HOMO = -9.780 eV
SMILES = C=NC.O
HOMO-LUMO gap = 0.3945 Ha
LUMO = 0.95 eV

Structure (ORCA input):
```
! wB97M-V def2-TZVPD RIJCOSX def2/J DEFGRID3
* xyz 0 1
C -1.0940 -0.2628 1.1058
C 0.8439 -1.3947 0.3693
N 0.1142 -0.3741 0.3268
H -1.6874 0.6144 0.8132
H -0.9042 -0.1399 2.1691
H -1.8069 -1.0692 0.8938
H 1.7925 -1.2968 -0.1652
H 0.6311 -2.3231 0.9057
H 0.6564 0.9879 -1.9091
H -0.2319 1.7638 -0.8516
O 0.2752 1.8309 -1.6695
*
```

## four
Below is a 2-piece molecular cluster, C2H7NO overall, with properties calculated with ωB97M-V/def2-TZVPD.

Summary:
E_HOMO = -9.916 eV
SMILES = C=NC.O
HOMO-LUMO gap = 0.3982 Ha
LUMO = 0.92 eV

Structure (ORCA input):
```
! wB97M-V def2-TZVPD RIJCOSX def2/J DEFGRID3
* xyz 0 1
C 1.0516 0.7990 0.1244
C 0.5446 0.8889 -2.1324
N 0.2756 0.3734 -1.0186
H 1.8624 1.4908 -0.1356
H 1.4798 -0.0737 0.6130
H 0.4053 1.2722 0.8638
H 0.0296 0.5440 -3.0173
H 1.2586 1.7045 -2.2557
H -2.3699 -1.9798 3.0519
H -2.0638 -2.3723 1.5403
O -2.4739 -2.6471 2.3662
*
```

Most stable pick: four. Distance to second place: 0.0053 hartree.